[1]
# C3H2N2O2S

A single C3H2N2O2S molecule (ωB97M-V/def2-TZVPD, OMol25).

Each line ends with the Mulliken charge.
Cartesian coordinates (Å):
C -1.30 -0.48 -0.02  0.6778
H -0.89 2.65 -0.09  0.4243
O -2.34 -1.30 -0.13  -0.5266
S 2.41 -0.47 -0.16  -0.3067
N -1.75 0.83 0.00  -0.4230
N -0.10 -1.04 0.41  -0.3492
C 0.82 -0.03 0.19  0.2739
O 0.60 1.36 0.13  -0.2434
C -0.77 1.63 -0.12  0.0378
H -3.31 -0.83 -0.52  0.4351

SMILES: Oc1ncoc(=S)n1
HOMO-LUMO gap, eV: 7.64
2S+1: 1
E_HOMO, eV: -8.42

=====

[2]
# C55H53BFN9O18

9 unconnected molecules or ions with the total composition C55H53BFN9O18 (ωB97M-V/def2-TZVPD, OMol25).

Each line ends with the Mulliken charge.
Cartesian coordinates (Å):
H -0.67 -2.43 0.70  0.2525
C 6.55 -3.08 0.08  -1.2373
H 1.10 -4.44 -0.96  0.0884
H -0.16 -3.44 -1.96  0.1049
O 12.71 -3.06 -4.80  -0.6061
H -3.65 4.03 7.04  0.2591
C -2.95 2.66 10.03  -0.1509
H 2.59 5.38 -5.85  0.3650
C 9.24 -3.71 -4.35  -0.2673
H -2.35 0.61 9.82  0.3736
H 3.51 6.00 -1.02  0.4305
H -3.50 3.84 1.24  0.4455
O 11.56 -4.85 -5.22  -0.6012
N -1.33 0.13 -0.44  0.9957
H -0.42 -11.95 -12.66  0.3687
C 2.20 -5.92 -5.02  -0.2776
H -7.86 9.06 5.95  0.3968
C 1.03 -6.16 -4.30  0.0645
H -1.10 -6.48 -4.39  0.4616
N -3.70 4.98 10.42  0.9438
H -0.22 -4.24 1.06  0.2671
H -1.48 2.68 0.42  0.4671
H 2.29 0.62 -1.46  0.1759
H 3.56 1.66 -0.65  0.4010
H -2.46 2.96 9.11  0.4095
H -1.20 -6.30 -6.85  0.3987
F -1.84 -3.99 -0.25  -0.3402
C -0.58 -3.49 0.28  -0.3885
C -4.21 1.83 12.38  -0.4923
C -0.76 -8.85 -11.32  -0.2577
H -2.33 6.10 7.31  0.4576
H -1.84 -9.93 -12.83  0.3652
O 1.55 -7.79 -8.82  -0.5824
C -0.19 -6.30 -4.95  -0.2935
O -9.24 5.22 9.87  -0.6045
H -5.03 6.78 8.23  0.5048
H -5.21 3.78 5.15  0.5005
C -4.63 4.70 5.26  -0.4620
H -3.45 -0.12 11.91  0.3795
H -6.88 5.65 9.41  0.5435
O -0.15 -6.76 -9.69  -0.6221
O -10.66 6.33 8.69  -0.6052
H 3.04 -5.64 -6.98  0.3920
O -0.27 0.74 -0.42  -0.5575
H -4.82 3.87 12.61  0.4414
C -6.33 7.99 7.02  -0.6011
H -5.67 2.65 1.32  0.3893
C 9.36 -1.06 -3.48  -0.5348
C 4.14 -0.53 -1.03  0.3722
C -8.42 6.72 8.33  -0.0729
H -9.72 7.95 7.11  0.4444
C 2.79 5.51 -4.79  -0.5277
O 2.42 3.91 -0.38  -0.5925
H 9.41 -0.03 -3.14  0.4016
C -3.01 6.00 6.47  -0.3963
N 4.15 -1.89 -0.45  0.1492
H 3.74 7.42 -5.05  0.3718
C 2.14 -5.83 -6.41  -0.7174
C 2.65 4.72 -2.53  0.0826
N -5.71 5.61 3.23  1.0764
C -8.70 7.69 7.37  -0.4604
C -0.22 -11.09 -12.02  -0.4033
H -4.69 1.51 13.29  0.3740
N 2.21 3.70 -1.57  1.0295
H -5.83 0.30 0.55  0.3818
O 5.48 -3.06 -2.10  -0.4855
N -9.52 6.04 9.02  1.0083
H 1.45 -12.02 -11.04  0.3629
C 1.10 -10.03 -10.30  -0.2254
O -1.46 -1.03 -0.82  -0.5501
O -6.37 4.59 3.16  -0.6181
C 10.51 -1.69 -3.94  -0.3039
C 8.16 -1.76 -3.44  -0.3827
C 0.92 -5.96 -7.06  -0.5313
O 0.05 -6.46 -2.24  -0.5835
O -3.15 5.30 9.37  -0.5294
C -3.14 7.04 5.55  -0.4938
C 2.39 4.54 -3.88  -0.2461
H 4.21 7.72 -2.64  0.3662
H 11.45 -1.15 -3.95  0.4320
C -3.75 0.16 0.05  -0.3024
H 7.26 -1.26 -3.08  0.5597
C 3.70 6.83 -2.98  -0.4635
C -2.43 2.15 0.45  -0.2932
C -0.25 -6.20 -6.33  -0.6607
H 1.13 -1.50 -0.13  -0.0796
O -5.78 6.54 2.44  -0.6162
H 9.17 -4.74 -4.68  0.4276
B 2.98 -2.72 -0.87  0.5240
C -1.02 -9.95 -12.12  -0.4751
H -3.83 -0.87 -0.28  0.4590
C -4.79 2.14 0.95  -0.4075
C 5.35 -2.66 -0.91  0.4915
C 8.09 -3.08 -3.88  -0.5438
N 1.09 -6.24 -2.84  1.0509
C 3.44 6.66 -4.34  -0.4010
N 0.59 -7.73 -9.58  1.0937
C -4.02 6.91 4.48  -0.4017
O 1.65 2.71 -2.00  -0.5594
C 3.30 5.86 -2.07  -0.2826
H 6.21 -3.10 1.17  0.3460
C 0.44 -3.50 -0.98  -0.0522
C 0.30 -8.90 -10.41  0.0194
H 1.27 -1.66 -1.95  0.2000
C -7.65 8.32 6.71  -0.4977
H -2.56 7.94 5.68  0.4172
C -6.06 7.03 7.99  -0.1385
N 11.66 -3.69 -4.83  0.9961
H 2.61 0.45 0.41  0.2121
C 10.45 -3.02 -4.36  -0.0248
H 3.16 -5.82 -4.53  0.5269
C -3.64 3.57 10.82  0.1764
H 7.15 -3.61 -3.86  0.4533
O 5.02 -0.19 -1.87  -0.5883
H 6.80 -4.17 -0.20  0.3183
C -3.51 0.92 11.60  -0.3794
H 0.87 -5.87 -8.13  0.7803
C -4.76 5.74 4.34  -0.0239
O -4.28 5.76 11.15  -0.5741
C -2.89 1.33 10.42  -0.6311
C -3.75 4.83 6.32  -0.1519
H 1.88 3.65 -4.25  0.4241
H 3.20 -3.87 -1.12  -0.1509
C 0.83 -11.13 -11.11  -0.4723
H -1.39 -7.97 -11.40  0.4216
C 1.44 -2.23 -0.97  -0.1806
H 1.92 -10.08 -9.60  0.4203
O 2.18 -6.07 -2.30  -0.6264
H -4.11 7.72 3.77  0.4782
C -7.10 6.40 8.66  -0.4060
C -3.57 2.81 0.91  -0.5547
C 3.09 0.62 -0.63  -0.6840
H 7.51 -2.48 -0.09  0.2738
C -4.28 3.17 11.99  -0.3537
H -5.52 8.47 6.49  0.4827
C -2.53 0.83 0.03  0.0976
C -4.88 0.82 0.52  -0.5678

SMILES: CC(=O)N(BCCCF)C(C)=O.O=[N+]([O-])c1ccccc1.O=[N+]([O-])c1ccccc1.O=[N+]([O-])c1ccccc1.O=[N+]([O-])c1ccccc1.O=[N+]([O-])c1ccccc1.O=[N+]([O-])c1ccccc1.O=[N+]([O-])c1ccccc1.O=[N+]([O-])c1ccccc1
HOMO-LUMO gap, eV: 8.41
2S+1: 1
E_HOMO, eV: -9.52

=====

[3]
# CH3BrNO2

2 unconnected molecules or ions with the total composition CH3BrNO2 (ωB97M-V/def2-TZVPD, OMol25).

Each line ends with the Mulliken charge.
Cartesian coordinates (Å):
H -1.23 -0.32 -0.24  0.2666
O -2.33 -0.22 -1.08  -0.2879
Br -3.05 -2.81 -0.72  -0.3644
N -2.35 -1.22 -1.77  -0.0526
C -0.02 -0.54 -0.06  -0.3807
H 0.47 0.26 0.60  0.2325
O 0.47 -1.08 -1.12  -0.5523
H -0.24 -1.46 0.64  0.1387

HOMO-LUMO gap (alpha / beta), eV: 8.08 / 7.17
2S+1: 1
E_HOMO (alpha / beta), eV: -4.15 / -3.27
Total charge: -1

=====

[4]
# C4H8N2S

A single C4H8N2S molecule (ωB97M-V/def2-TZVPD, OMol25).

Each line ends with the Mulliken charge.
Cartesian coordinates (Å):
H -2.12 -0.44 0.93  0.2082
H 0.63 -2.23 -1.26  0.4172
C -0.79 -1.16 -0.12  0.2258
H 1.46 0.89 0.99  0.1923
S -1.73 -2.57 -0.17  -0.3335
N 0.68 -0.20 -1.82  -0.6702
N -1.26 0.01 0.47  -0.1823
C 0.56 -1.22 -0.87  -0.5011
C -0.72 1.23 0.90  -0.0769
C 0.51 1.50 1.23  -0.5420
H -1.46 2.12 1.39  0.2055
H 1.90 -0.07 -2.04  0.2976
H 0.74 2.52 1.61  0.2450
H 1.29 -1.23 0.05  0.1857
H 0.31 0.86 -1.28  0.3287

SMILES: C=CNC(=S)CN
HOMO-LUMO gap, eV: 8.56
2S+1: 1
E_HOMO, eV: -8.50

=====

[5]
# C4H7P3

A molecular structure, C4H7P3 (ωB97M-V/def2-TZVPD, OMol25).

Each line ends with the Mulliken charge.
Cartesian coordinates (Å):
H -1.32 1.03 0.84  0.3000
H -0.70 -2.20 -0.53  0.3254
C 0.33 -2.26 -0.82  -1.0614
H -0.91 2.74 0.28  0.3172
H 2.40 2.55 -0.23  0.3915
H 0.57 -2.53 -1.90  0.2630
P 2.76 -1.38 0.12  -0.2269
H 0.23 1.67 1.33  0.2757
C 1.17 -1.17 -0.31  0.1879
H 0.56 -3.22 -0.35  0.3986
P 0.54 1.06 -0.77  0.1622
C -0.56 1.77 0.55  -0.8282
C 2.08 1.57 -0.04  -0.3308
P 3.48 0.66 0.15  -0.1742

HOMO-LUMO gap, eV: 7.49
2S+1: 1
E_HOMO, eV: -8.26

=====

no.,molecular weight (g/mol),E_tot (eV),largest force on an atom (hartree/bohr)
1,130.13,-21051.1275,0.118
2,1157.88,-111530.9612,0.093
3,140.94,-76709.6333,0.072
4,116.19,-18089.3149,0.126
5,148.02,-32124.0684,0.068